Entry 1:
10
Properties=species:S:1:pos:R:3 method="wB97M-V/def2-TZVPD" energy_ha=-284.46469 smiles="CNC(=O)O" charge=0 homo_energy_ev=-10.0 homo_lumo_gap_ev=10.78 e_lumo_ha=0.0271 relative_energy_ev=0.0727 multiplicity=1
C -0.711 -1.225 -0.077
N 0.347 -0.331 0.356
C 0.188 1.007 0.209
O -0.874 1.565 0.114
O 1.387 1.674 0.227
H -1.679 -0.800 0.159
H -0.526 -2.191 0.399
H -0.704 -1.326 -1.170
H 1.264 -0.731 0.232
H 1.308 2.356 -0.450

***

Entry 2:
10
Properties=species:S:1:pos:R:3 method="wB97M-V/def2-TZVPD" energy_ha=-446.71328 charge=0 homo_energy_ev=-9.7 homo_lumo_gap_ev=8.78 e_lumo_ha=-0.0339 relative_energy_ev=7.0598 multiplicity=1
O 1.993 -1.145 0.420
C 2.232 0.172 -0.007
N 1.018 1.021 -0.154
C -0.092 0.305 -0.116
N -0.377 -1.046 -0.292
N -1.598 -1.165 -0.078
N -2.174 -0.092 0.264
O -1.248 1.044 0.294
H 3.288 0.810 -0.221
H -3.042 0.095 -0.111

***

Entry 3:
14
Properties=species:S:1:pos:R:3 method="wB97M-V/def2-TZVPD" energy_ha=-1066.97313 charge=0 homo_energy_ev=-9.5 homo_lumo_gap_ev=8.82 e_lumo_ha=-0.0243 relative_energy_ev=1.9857 multiplicity=1
C -0.612 -0.020 0.644
C -1.525 0.576 -0.219
C -0.838 -0.496 2.079
C 1.917 0.073 -1.700
N 0.549 -0.255 0.058
N 0.558 0.106 -1.260
P -0.863 0.712 -1.853
Cl -3.674 0.947 0.298
H -1.218 0.338 2.558
H 0.279 -0.556 2.394
H -1.348 -1.335 2.282
H 2.203 -0.899 -1.232
H 2.005 -0.065 -2.811
H 2.565 0.874 -1.238

***

Entry 4:
25
Properties=species:S:1:pos:R:3 method="wB97M-V/def2-TZVPD" energy_ha=-385.17313 charge=+1 homo_energy_ev=-13.5 homo_lumo_gap_ev=10.25 e_lumo_ha=-0.1196 relative_energy_ev=1.8399 multiplicity=1
N 0.289 2.135 0.796
C 0.389 1.325 -0.502
C 1.818 0.705 -0.470
C 2.234 -0.102 0.748
C 1.978 -0.036 -1.774
C -0.837 0.440 -0.531
N -0.974 -0.395 0.648
H 0.158 1.400 1.529
H -0.544 2.719 0.905
H 1.088 2.733 0.964
H 0.452 1.944 -1.416
H 2.486 1.661 -0.334
H 2.767 -1.027 0.493
H 1.579 -0.722 1.385
H 2.948 0.369 1.418
H 2.031 -1.103 -1.460
H 2.906 -0.013 -2.318
H 1.108 0.118 -2.427
H -0.919 -0.102 -1.509
H -1.695 1.174 -0.589
H -1.907 -0.790 0.573
H -0.288 -1.100 0.868
H -5.586 -4.184 1.638
H -5.506 -3.662 0.269
O -5.975 -3.486 1.095

***

Entry 5:
61
Properties=species:S:1:pos:R:3 method="wB97M-V/def2-TZVPD" energy_ha=-1227.24340 smiles="CCN(C[C@@H](C)NC(=O)c1ccn(C)c1)C(=O)COC[C@@H](C)N1CCCC1" charge=0 homo_energy_ev=-8.4 homo_lumo_gap_ev=9.10 e_lumo_ha=0.0266 relative_energy_ev=0.3350 multiplicity=1
C 0.980 3.721 -2.568
C 0.801 3.542 -1.067
N 1.238 2.237 -0.593
C 2.656 2.022 -0.355
C 3.093 2.070 1.138
C 1.955 2.337 2.115
N 3.728 0.813 1.502
C 5.059 0.609 1.269
O 5.804 1.507 0.908
C 5.549 -0.765 1.500
C 6.845 -1.225 1.145
C 6.916 -2.542 1.502
N 5.717 -2.905 2.061
C 5.425 -4.197 2.645
C 4.885 -1.830 2.069
C 0.419 1.175 -0.381
O 0.843 0.113 0.043
C -1.062 1.388 -0.671
O -1.726 0.168 -0.569
C -3.122 0.308 -0.740
C -3.761 -1.068 -0.612
C -3.444 -1.655 0.756
N -5.199 -0.956 -0.830
C -5.921 -2.211 -0.639
C -7.309 -1.927 -1.207
C -7.062 -0.852 -2.287
C -5.565 -0.548 -2.186
H 0.678 4.723 -2.875
H 2.023 3.580 -2.854
H 0.381 2.996 -3.120
H 1.378 4.297 -0.528
H -0.239 3.702 -0.785
H 2.935 1.054 -0.766
H 3.196 2.785 -0.917
H 3.862 2.831 1.250
H 1.444 3.274 1.887
H 1.223 1.530 2.095
H 2.361 2.410 3.124
H 3.119 0.008 1.477
H 7.610 -0.633 0.672
H 7.714 -3.259 1.403
H 4.347 -4.328 2.705
H 5.833 -4.986 2.016
H 5.849 -4.284 3.646
H 3.897 -1.908 2.492
H -1.460 2.113 0.057
H -1.194 1.826 -1.670
H -3.541 0.974 0.028
H -3.328 0.750 -1.721
H -3.312 -1.716 -1.388
H -2.374 -1.590 0.942
H -3.973 -1.096 1.532
H -3.736 -2.702 0.824
H -5.434 -3.029 -1.201
H -5.947 -2.497 0.411
H -7.773 -2.828 -1.606
H -7.960 -1.539 -0.424
H -7.328 -1.196 -3.286
H -7.650 0.042 -2.082
H -5.347 0.504 -2.360
H -5.000 -1.137 -2.930

***

Entry 6:
67
Properties=species:S:1:pos:R:3 method="wB97M-V/def2-TZVPD" energy_ha=-2613.90109 charge=0 homo_energy_ev="-6.2 / -8.8" s_squared=6.1626 homo_lumo_gap_ev="6.57 / 6.80" e_lumo_ha="0.0126 / -0.0740" relative_energy_ev=0.1794 multiplicity=5
C -3.215 1.445 1.860
C -2.419 0.208 1.577
O -1.112 0.365 2.164
C -0.326 -0.718 1.958
C 0.875 -0.665 2.760
C 1.798 -1.758 2.819
O 2.874 -1.613 3.436
C 1.541 -3.120 2.176
C 2.170 -3.272 0.799
C 3.670 -2.917 0.711
C 3.969 -1.606 -0.037
C 4.671 -0.534 0.810
C 4.256 0.898 0.439
C 2.896 1.317 1.020
C 2.933 1.665 2.511
C 1.538 1.774 3.146
C 0.999 0.469 3.738
O -0.659 -1.605 1.175
H -4.176 1.350 1.351
H -3.406 1.546 2.933
H -2.712 2.345 1.493
H -2.884 -0.682 2.016
H -2.292 0.032 0.507
H 1.981 -3.868 2.851
H 0.463 -3.277 2.082
H 2.061 -4.325 0.502
H 1.579 -2.680 0.088
H 4.097 -2.893 1.722
H 4.175 -3.727 0.163
H 4.636 -1.849 -0.879
H 3.051 -1.198 -0.484
H 4.477 -0.714 1.878
H 5.755 -0.643 0.663
H 5.037 1.587 0.786
H 4.189 0.985 -0.653
H 2.529 2.200 0.470
H 2.146 0.527 0.854
H 3.545 0.933 3.060
H 3.428 2.646 2.617
H 1.592 2.504 3.964
H 0.807 2.141 2.412
H -0.002 0.670 4.144
H 1.654 0.124 4.549
C -2.027 -1.752 -1.408
C -1.156 -0.588 -1.607
C -1.624 0.730 -1.972
Fe -3.262 1.366 -3.155
C -3.458 2.858 -2.084
O -3.773 3.503 -1.166
C -4.397 0.346 -2.122
O -5.189 -0.060 -1.368
C -2.477 2.237 -4.823
C -3.890 2.494 -4.730
C -4.568 1.237 -4.673
C -3.574 0.189 -4.761
C -2.286 0.815 -4.871
H -1.548 -2.466 -0.724
H -3.004 -1.476 -0.983
H -2.241 -2.318 -2.329
H -0.079 -0.769 -1.601
H -2.016 1.288 -1.090
H -0.790 1.300 -2.445
H -1.704 2.996 -4.917
H -4.365 3.469 -4.806
H -5.646 1.106 -4.674
H -3.775 -0.880 -4.816
H -1.335 0.308 -5.027

***

Entry 7:
58
Properties=species:S:1:pos:R:3 method="wB97M-V/def2-TZVPD" energy_ha=-3855.28134 charge=+2 homo_energy_ev="-14.4 / -16.7" s_squared=3.7815 homo_lumo_gap_ev="6.70 / 6.43" e_lumo_ha="-0.2843 / -0.3791" relative_energy_ev=2.7674 multiplicity=4
W -0.595 0.426 -0.502
C 2.266 -1.042 -2.721
C 2.272 -1.134 -1.209
C 2.692 -2.518 -0.753
C 3.103 -0.045 -0.565
O 0.824 -0.988 -0.723
Ge 0.589 -1.050 1.254
O -0.985 -2.132 0.701
C -1.607 -3.184 1.275
C -2.882 -2.576 2.056
C -2.213 -4.052 0.115
C -0.705 -3.955 2.216
O 0.368 1.758 0.350
C 0.538 2.763 1.420
C -0.637 3.721 1.402
C 0.657 2.067 2.765
C 1.822 3.496 1.084
H 3.159 -1.539 -3.099
H 2.277 -0.010 -3.065
H 1.395 -1.548 -3.136
H 3.754 -2.659 -0.952
H 2.132 -3.291 -1.280
H 2.539 -2.651 0.325
H 4.079 -0.012 -1.050
H 3.278 -0.238 0.498
H 2.633 0.931 -0.682
H -3.575 -2.116 1.358
H -2.525 -1.844 2.776
H -3.338 -3.431 2.552
H -2.715 -3.419 -0.612
H -2.922 -4.756 0.546
H -1.391 -4.583 -0.362
H -0.382 -3.324 3.049
H 0.180 -4.309 1.684
H -1.223 -4.817 2.632
H -1.583 3.208 1.565
H -0.690 4.252 0.452
H -0.500 4.447 2.202
H -0.224 1.458 2.978
H 0.745 2.814 3.552
H 1.551 1.437 2.803
H 1.739 3.990 0.116
H 2.668 2.808 1.055
H 2.018 4.246 1.850
O -2.207 1.819 -0.617
S -2.914 0.683 0.113
O -4.252 0.788 0.508
O -2.491 -0.455 -0.824
O -1.826 0.469 1.214
N 0.485 3.632 -2.573
N -0.341 2.530 -2.553
N -1.432 2.397 -3.287
C -1.668 1.115 -3.280
N -0.696 0.404 -2.630
N 0.205 1.347 -2.208
H 1.142 3.560 -3.345
H -0.091 4.462 -2.656
H -2.502 0.651 -3.782

***

Entry 8:
38
Properties=species:S:1:pos:R:3 method="wB97M-V/def2-TZVPD" energy_ha=-2201.10644 charge=+1 homo_energy_ev="-10.0 / -11.3" s_squared=6.0913 homo_lumo_gap_ev="6.85 / 4.57" e_lumo_ha="-0.1159 / -0.2454" relative_energy_ev=0.5045 multiplicity=5
C -5.932 2.312 0.669
C -4.449 2.053 0.643
C -3.566 3.148 0.511
C -2.181 2.941 0.605
C -1.686 1.671 0.850
N -0.188 1.465 0.933
C -2.542 0.575 0.854
C -3.928 0.778 0.750
H -6.479 1.357 0.693
H -6.221 2.877 1.573
H -6.286 2.888 -0.202
H -3.973 4.147 0.335
H -1.482 3.777 0.454
H -0.085 1.251 1.945
H 0.289 2.411 0.870
H -2.188 -0.445 0.876
H -4.630 -0.071 0.754
O 6.347 -4.615 -2.060
C 5.670 -3.792 -1.573
Fe 4.356 -2.648 -1.148
C 4.277 -1.894 -2.757
O 3.960 -1.361 -3.747
C 3.121 -3.583 -2.033
O 2.224 -4.053 -2.606
C 0.421 0.230 -0.040
C 0.354 -0.949 0.797
C 1.205 -2.032 0.886
C 2.602 -2.125 0.732
C 3.454 -1.120 0.261
C 2.964 0.038 -0.455
C 1.719 0.503 -0.703
H -0.370 0.324 -0.851
H -0.493 -0.964 1.503
H 0.701 -2.950 1.155
H 3.100 -2.973 1.201
H 4.470 -1.059 0.725
H 3.781 0.668 -0.827
H 1.663 1.218 -1.572

***

Entry 9:
44
Properties=species:S:1:pos:R:3 method="wB97M-V/def2-TZVPD" energy_ha=-2389.81675 charge=+3 homo_energy_ev="-18.7 / -18.7" s_squared=3.7751 homo_lumo_gap_ev="6.17 / 3.70" e_lumo_ha="-0.4617 / -0.5513" multiplicity=4
C 3.569 -3.921 -0.907
C 2.691 -2.942 -0.192
H 2.937 -4.656 -1.424
H 4.196 -4.435 -0.170
H 4.202 -3.380 -1.626
O 1.473 -2.927 -0.307
Cl 3.568 -1.894 0.779
Re -0.633 0.784 0.219
P -0.925 -0.684 1.915
C -2.569 -1.443 2.063
C 0.196 -2.059 2.261
H 0.002 -2.468 3.269
H -0.725 -0.220 4.278
H 1.234 -1.715 2.189
H 0.244 0.921 3.286
H -2.641 -2.264 1.339
H 0.058 -2.831 1.497
C -0.717 0.399 3.375
H -2.705 -1.829 3.080
H -1.521 1.145 3.413
H -3.347 -0.703 1.838
P 0.424 0.795 -1.836
C -0.631 0.696 -3.308
C 1.265 2.413 -1.939
H 2.520 -0.329 -1.436
H 2.204 -0.069 -3.198
H 1.353 -1.384 -2.275
C 1.762 -0.366 -2.230
H 1.921 2.509 -1.065
H 1.850 2.441 -2.864
H -0.018 0.969 -4.176
H -1.472 1.394 -3.191
H 0.509 3.207 -1.918
H -1.002 -0.331 -3.408
C -1.937 -0.404 -0.787
O -2.765 -1.004 -1.339
C -2.103 4.207 0.997
S -2.837 2.895 -0.053
O -2.411 1.648 0.834
O -2.000 2.857 -1.292
O 0.793 1.593 0.807
H -2.890 4.966 0.929
H -1.161 4.552 0.553
H -1.960 3.868 2.022

***

Entry 10:
146
Properties=species:S:1:pos:R:3 method="wB97M-V/def2-TZVPD" energy_ha=-4802.46588 charge=+1 homo_energy_ev=-8.1 homo_lumo_gap_ev=1.47 e_lumo_ha=-0.2420 multiplicity=1
C 5.649 -0.048 3.221
C 4.291 -0.128 2.369
O 3.233 -0.459 2.997
N 4.160 0.164 0.930
C 4.652 -0.958 0.066
C 4.742 1.486 0.549
C 3.480 2.516 0.478
C 2.761 2.235 -0.958
C 1.176 1.948 -0.885
P 0.718 0.233 -0.183
C -0.643 -0.522 -1.240
C -0.299 -2.086 -1.445
O -0.135 -2.600 -0.101
C -0.343 -4.033 -0.080
C -0.495 -4.640 1.388
O -1.870 -4.667 1.879
C -2.287 -3.314 2.095
C -1.658 -2.493 3.266
C -2.050 -0.967 3.577
C -3.133 -0.243 2.680
C -3.581 1.289 3.027
C -4.226 1.179 4.528
C -2.346 2.306 3.157
C -4.775 1.774 2.074
C -4.325 2.467 0.705
C -3.092 1.769 -0.049
C -4.151 4.082 0.893
C -5.596 2.317 -0.309
C -3.734 -1.093 1.533
C -3.348 -2.588 1.220
H 6.400 0.721 2.809
H 5.349 0.320 4.271
H 6.172 -1.060 3.299
H 4.089 -0.894 -0.933
H 5.761 -0.802 -0.158
H 4.422 -1.988 0.518
H 5.255 1.442 -0.468
H 5.464 1.930 1.320
H 2.772 2.185 1.319
H 3.807 3.599 0.635
H 3.282 1.355 -1.494
H 2.959 3.154 -1.612
H 0.682 2.752 -0.201
H 0.768 1.967 -1.965
H 1.840 -0.671 -0.132
H 0.271 0.390 1.219
H -0.773 0.042 -2.225
H -1.636 -0.501 -0.667
H -1.225 -2.531 -1.979
H 0.641 -2.242 -2.091
H -1.250 -4.303 -0.724
H 0.608 -4.505 -0.535
H 0.216 -4.067 2.074
H -0.121 -5.734 1.359
H -0.880 -3.078 3.928
H -1.548 -0.479 4.474
H -5.256 0.702 4.425
H -4.339 2.267 4.897
H -3.584 0.544 5.223
H -2.525 3.076 3.978
H -1.412 1.697 3.493
H -2.048 2.840 2.192
H -5.379 2.568 2.660
H -5.535 0.940 1.825
H -3.436 0.934 -0.751
H -2.268 1.363 0.633
H -2.600 2.569 -0.728
H -3.501 4.368 1.784
H -3.845 4.592 -0.087
H -5.215 4.457 1.151
H -5.589 1.214 -0.672
H -6.596 2.502 0.206
H -5.450 2.947 -1.266
H -4.528 -0.631 0.858
H -3.886 -3.117 0.351
F -5.014 -3.889 1.970
C 2.562 -4.187 3.771
C 3.022 -3.980 5.070
C 3.353 -5.067 5.873
C 3.224 -6.357 5.363
C 2.758 -6.571 4.067
C 2.426 -5.479 3.271
N 3.596 -7.504 6.196
O 3.982 -7.278 7.332
O 3.501 -8.617 5.704
H 2.309 -3.334 3.144
H 3.125 -2.969 5.455
H 3.710 -4.894 6.883
H 2.651 -7.573 3.665
H 2.065 -5.634 2.260
C 2.308 4.167 -6.046
C 2.556 3.076 -5.218
C 3.807 2.920 -4.627
C 4.807 3.859 -4.856
C 4.558 4.953 -5.681
C 3.310 5.104 -6.279
H 1.335 4.287 -6.510
H 1.774 2.346 -5.034
H 4.004 2.066 -3.987
H 5.780 3.739 -4.390
H 5.337 5.687 -5.857
H 3.118 5.953 -6.926
K 0.013 -3.141 5.126
C -2.388 -7.714 2.856
C -1.899 -7.403 4.287
C -1.875 -8.712 5.103
O -2.777 -6.582 4.853
H -3.392 -8.149 2.844
H -2.405 -6.814 2.238
H -1.714 -8.432 2.373
H -0.844 -7.088 4.187
H -2.862 -9.181 5.167
H -1.518 -8.539 6.123
H -1.198 -9.437 4.637
Ca 0.548 1.812 1.644
N -3.327 7.229 2.849
O -2.435 6.438 2.471
O -4.426 6.786 3.233
O -3.116 8.452 2.841
C 6.264 5.956 -1.775
O 6.999 4.991 -1.935
N 6.377 6.794 -0.715
N 5.272 6.270 -2.644
H 5.784 7.591 -0.566
H 7.103 6.593 -0.047
H 5.157 5.669 -3.447
H 4.657 7.056 -2.531
C 0.692 0.872 -8.672
C -0.778 1.271 -8.600
C -1.123 2.442 -9.523
C -0.321 3.651 -9.136
N 0.311 4.600 -8.832
H 1.347 1.683 -8.344
H 0.885 0.016 -8.021
H 0.973 0.594 -9.692
H -1.026 1.529 -7.565
H -1.395 0.409 -8.872
H -2.187 2.681 -9.446
H -0.908 2.188 -10.564
C -7.343 1.054 -3.829
N -6.085 0.293 -3.611
O -5.296 0.233 -4.540
O -5.934 -0.218 -2.513
H -7.342 1.450 -4.842
H -8.174 0.364 -3.685
H -7.369 1.862 -3.098

***

Please write out number 2 again, unchanged.
10
Properties=species:S:1:pos:R:3 method="wB97M-V/def2-TZVPD" energy_ha=-446.71328 charge=0 homo_energy_ev=-9.7 homo_lumo_gap_ev=8.78 e_lumo_ha=-0.0339 relative_energy_ev=7.0598 multiplicity=1
O 1.993 -1.145 0.420
C 2.232 0.172 -0.007
N 1.018 1.021 -0.154
C -0.092 0.305 -0.116
N -0.377 -1.046 -0.292
N -1.598 -1.165 -0.078
N -2.174 -0.092 0.264
O -1.248 1.044 0.294
H 3.288 0.810 -0.221
H -3.042 0.095 -0.111